# 1
Density functional theory data (ωB97M-V/def2-TZVPD) for a structure of composition C11H9As2F28NaO5 at a distorted geometry.

Properties
**LUMO energy**: 0.04728 Ha
**Gap between HOMO and LUMO**: 0.1046 Eh
**Total charge**: -2
**HOMO**: -1.56 eV

Each line ends with the Löwdin charge.
Atoms and positions in Å:
Na: -0.728 3.388 1.217  0.938
As: 3.841 1.528 -2.027  0.887
F: 5.539 1.282 -2.557  -0.309
F: 3.918 0.020 -1.117  -0.299
F: 2.210 1.884 -1.393  -0.324
F: 3.709 3.114 -2.951  -0.311
F: 3.154 0.735 -3.491  -0.310
F: 4.463 2.413 -0.585  -0.318
As: -2.342 6.823 -3.995  0.871
F: -2.243 5.935 -2.408  -0.335
F: -2.522 5.229 -4.808  -0.322
F: -2.415 7.569 -5.576  -0.292
F: -1.980 8.390 -3.149  -0.311
F: -0.568 6.689 -4.237  -0.297
F: -4.093 7.056 -3.779  -0.306
O: 2.252 5.920 1.008  0.024
C: 2.225 7.087 0.363  -0.888
O: 2.822 7.177 -0.765  -0.098
O: 1.425 8.000 0.669  -0.093
H: 3.078 5.584 0.653  0.088
C: -2.643 -2.420 -4.962  -0.044
C: -2.350 -1.793 -3.549  -0.464
C: -2.816 -0.360 -3.501  -0.259
F: -4.131 -0.103 -3.849  0.074
F: -2.667 0.078 -2.221  0.079
F: -3.086 -2.604 -2.727  0.083
F: -1.141 -2.033 -3.082  0.170
O: -1.881 -1.592 -5.855  0.024
C: -2.021 -1.967 -7.226  -0.498
C: -1.190 -1.057 -8.159  -0.383
F: 0.033 -0.829 -7.777  0.161
F: -1.177 -1.339 -9.427  0.146
F: -1.880 -3.303 -7.377  0.127
F: -3.300 -1.878 -7.513  0.155
H: -3.705 -2.174 -4.958  0.131
H: -2.477 -3.497 -5.003  0.147
H: -2.227 0.316 -4.120  0.181
H: -1.719 -0.105 -8.110  0.174
C: 2.147 -3.742 7.311  -0.059
C: 1.928 -2.456 6.520  -0.417
C: 0.565 -2.369 5.736  -0.253
F: -0.514 -2.663 6.519  0.059
F: 0.286 -1.130 5.260  0.094
F: 2.248 -1.407 7.268  0.153
F: 3.027 -2.566 5.675  0.073
O: 1.204 -3.845 8.397  0.002
C: 0.708 -5.173 8.646  -0.573
C: 0.072 -5.171 10.067  -0.307
F: 0.056 -6.418 10.541  0.115
F: 0.712 -4.358 10.926  0.115
F: -0.125 -5.575 7.704  0.178
F: 1.722 -5.979 8.682  0.186
H: 3.183 -3.784 7.646  0.152
H: 1.937 -4.555 6.616  0.142
H: 0.410 -3.154 4.996  0.172
H: -0.932 -4.818 9.832  0.169

---

# 2
Density functional theory data (ωB97M-V/def2-TZVPD) for a cluster of 2 separate species, C11H9Cl2NO in total at a distorted geometry.

Properties
**LUMO energy (alpha / beta)**: -0.00599 / -0.03295 Ha
**Gap between HOMO and LUMO (alpha / beta)**: 0.2800 / 0.2661 Eh
**HOMO (alpha / beta)**: -7.78 / -8.14 eV

Each line ends with the Löwdin charge.
Atoms and positions in Å:
C: -0.874 -0.873 -2.245  -0.199
C: -0.303 2.769 1.190  -0.065
C: 0.004 2.595 -0.145  -0.077
C: -0.985 1.729 1.859  -0.073
C: -0.080 1.385 -0.795  -0.032
C: -1.238 0.583 1.159  -0.070
C: -0.809 0.410 -0.125  -0.203
C: 2.025 -1.065 0.768  -0.615
C: 2.918 -0.798 -0.183  -0.576
C: -1.705 -3.026 -0.652  0.033
C: -1.054 -0.830 -0.877  -0.260
N: -0.775 -0.901 -3.386  0.197
O: -1.454 -1.849 -0.191  -0.003
Cl: 1.919 -0.257 2.336  0.608
Cl: 3.878 0.713 -0.190  0.542
H: 0.003 3.602 1.686  0.071
H: 0.456 3.474 -0.709  0.132
H: -1.309 1.836 2.845  0.089
H: 0.139 1.183 -1.808  0.097
H: -1.849 -0.299 1.522  0.143
H: 1.418 -1.946 0.708  0.054
H: -1.786 -3.817 0.011  0.058
H: 3.049 -1.410 -1.066  0.065
H: -1.585 -3.208 -1.712  0.084

---

# 3
Density functional theory data (ωB97M-V/def2-TZVPD) for a structure of composition C11H9ClCsN3O4 at a distorted geometry.

Properties
**LUMO energy**: -0.02522 Ha
**Gap between HOMO and LUMO**: 0.3368 Eh
**HOMO**: -9.85 eV

Each line ends with the Löwdin charge.
Atoms and positions in Å:
Cs: 2.113 0.212 -0.130  1.463
O: 4.110 3.613 -1.072  -0.307
Cl: 3.649 2.897 0.063  0.591
O: 3.982 3.537 1.284  -0.305
O: 4.215 1.539 0.047  -0.680
O: 2.190 2.734 -0.025  -0.664
C: -2.509 2.722 2.308  -0.072
C: -1.664 3.063 1.263  -0.057
C: -1.191 2.073 0.414  -0.033
C: -1.544 0.751 0.652  -0.266
C: -2.389 0.395 1.698  -0.024
C: -2.876 1.398 2.518  -0.074
N: -0.950 -0.213 -0.237  -0.006
N: -0.870 -1.350 0.224  0.075
C: -0.143 -2.229 -0.714  -0.376
C: -0.793 -2.681 -1.852  -0.009
C: -0.138 -3.638 -2.609  -0.053
C: 1.107 -4.079 -2.195  -0.060
C: 1.686 -3.525 -1.063  -0.132
N: 1.059 -2.607 -0.320  0.002
H: -2.889 3.492 2.966  0.107
H: -1.371 4.092 1.104  0.113
H: -0.535 2.314 -0.413  0.104
H: -2.655 -0.639 1.862  0.107
H: -3.543 1.147 3.332  0.107
H: -1.771 -2.305 -2.115  0.114
H: -0.596 -4.040 -3.502  0.113
H: 1.641 -4.843 -2.743  0.107
H: 2.674 -3.830 -0.742  0.114

---

# 4
Density functional theory data (ωB97M-V/def2-TZVPD) for the molecule C11H9IN2O3 at a distorted geometry.

Properties
**SMILES string**: O=C(O)CCc1nnc(-c2ccccc2I)o1
**LUMO energy**: -0.01258 Ha
**Gap between HOMO and LUMO**: 0.3165 Eh
**HOMO**: -8.95 eV

Each line ends with the Löwdin charge.
Atoms and positions in Å:
O: -0.238 -0.503 -4.932  0.073
I: 0.353 3.347 1.984  0.716
N: 1.189 -0.676 -0.375  0.085
N: 0.744 -0.407 -1.603  0.101
O: -1.145 -2.139 -3.725  0.133
O: -0.463 0.683 -0.161  0.097
C: -1.096 -0.887 -4.148  -0.491
C: 0.600 0.151 0.412  -0.379
C: -0.251 0.533 -1.496  -0.218
C: 1.148 -0.246 4.724  -0.088
C: 1.392 -1.309 3.843  -0.078
C: 0.736 1.011 4.164  -0.129
C: 1.335 -1.087 2.404  0.008
C: 0.543 1.205 2.754  -0.488
C: 0.874 0.180 1.856  -0.198
C: -1.966 0.219 -3.395  -0.045
C: -1.089 1.264 -2.574  -0.051
H: -0.523 -2.625 -4.238  0.111
H: 1.420 -0.519 5.758  0.109
H: 1.723 -2.290 4.212  0.102
H: 0.488 1.812 4.909  0.103
H: 1.437 -2.015 1.790  0.118
H: -2.573 0.723 -4.034  0.072
H: -2.607 -0.306 -2.700  0.108
H: -0.382 1.790 -3.234  0.124
H: -1.649 2.091 -2.195  0.105

---

# 5
Density functional theory data (ωB97M-V/def2-TZVPD) for a cluster of 2 separate species, C11H9N3O in total at a distorted geometry.

Properties
**LUMO energy**: 0.01432 Ha
**Gap between HOMO and LUMO**: 0.3078 Eh
**HOMO**: -7.99 eV

Each line ends with the Löwdin charge.
Atoms and positions in Å:
C: 0.627 2.629 0.868  0.033
C: -1.300 -2.123 1.981  -0.103
C: -0.308 -1.319 2.486  -0.083
C: -1.646 -2.044 0.624  -0.010
C: 0.531 -0.672 1.606  -0.042
C: -1.265 -1.726 -2.661  -0.286
C: -0.861 -1.310 -0.267  -0.228
C: 0.284 -0.646 0.235  -0.214
C: 2.303 0.458 -0.020  -0.298
C: 3.264 1.081 0.282  0.100
C: -0.607 2.817 -1.357  -0.107
N: -1.038 -1.199 -1.601  0.177
N: 1.303 -0.209 -0.568  0.067
N: 0.142 2.878 -0.158  -0.098
O: -1.447 -2.084 -3.729  0.195
H: -1.938 -2.627 2.618  0.074
H: 0.030 -1.415 3.567  0.132
H: -2.568 -2.592 0.290  0.129
H: 1.444 -0.243 1.958  0.096
H: 1.070 0.074 -1.509  0.144
H: 4.237 1.584 0.536  0.067
H: -1.424 3.622 -1.345  0.114
H: -0.021 3.233 -2.262  0.111
H: -0.811 1.833 -1.575  0.029

---

# 6
Density functional theory data (ωB97M-V/def2-TZVPD) for a structure of composition C12H10AlCl4N4O3 at a distorted geometry.

Properties
**LUMO energy**: -0.10962 Ha
**Gap between HOMO and LUMO**: 0.3222 Eh
**Total charge**: +1
**HOMO**: -11.75 eV

Each line ends with the Löwdin charge.
Atoms and positions in Å:
Al: 0.310 0.231 -0.261  -0.011
Cl: 0.910 1.917 4.452  0.673
C: 1.412 3.012 3.164  -1.610
Cl: 0.481 4.505 3.204  0.679
Cl: 3.147 3.336 3.252  0.670
C: 1.160 2.339 1.887  -0.243
N: 0.973 1.811 0.894  0.279
Cl: 0.117 -1.561 -1.831  0.942
C: -0.381 -2.609 -0.502  -0.516
C: -1.306 -3.607 -0.731  -0.076
C: -1.723 -4.368 0.349  -0.062
C: -1.218 -4.100 1.615  -0.054
C: -0.296 -3.083 1.808  -0.023
C: 0.159 -2.306 0.744  -0.314
C: 1.129 -1.162 0.892  -0.139
H: -1.697 -3.779 -1.726  0.117
H: -2.451 -5.153 0.198  0.115
H: -1.545 -4.692 2.460  0.114
H: 0.085 -2.879 2.801  0.120
H: 2.102 -1.463 0.488  0.083
H: 1.285 -0.938 1.946  0.070
O: -2.312 2.348 0.583  0.070
N: -2.474 1.164 0.342  -0.448
O: -3.485 0.527 0.369  0.150
O: -1.367 0.490 -0.014  -0.025
N: 0.357 3.050 -3.167  0.109
C: 1.262 2.230 -3.802  -0.034
C: 1.475 1.193 -2.957  -0.089
N: 0.719 1.388 -1.814  -0.007
C: 0.048 2.518 -1.981  -0.107
H: -0.019 3.907 -3.540  0.175
H: 1.660 2.443 -4.779  0.132
H: 2.126 0.343 -3.077  0.120
H: -0.640 2.948 -1.267  0.140

---

# 7
Density functional theory data (ωB97M-V/def2-TZVPD) for a structure of composition C12H10BeBrCl3O2 at a distorted geometry.

Properties
**LUMO energy**: 0.17007 Ha
**Gap between HOMO and LUMO**: 0.1554 Eh
**Total charge**: -2
**HOMO**: 0.40 eV

Each line ends with the Löwdin charge.
Atoms and positions in Å:
C: 0.652 2.389 0.860  -0.201
C: -0.582 2.108 1.493  -0.237
C: -0.469 0.811 2.122  -0.271
H: -1.473 2.732 1.495  0.060
C: 0.872 0.346 1.907  -0.185
C: 1.554 1.308 1.122  -0.187
H: 2.590 1.227 0.810  0.071
H: 0.879 3.306 0.324  0.074
H: -1.202 0.343 2.772  0.075
H: 1.312 -0.529 2.383  0.090
Be: -0.589 0.040 0.141  -0.042
Br: -2.642 0.365 0.101  0.384
C: -0.463 -0.351 -2.285  -0.238
C: 0.919 -0.089 -2.019  -0.207
C: 1.075 1.314 -1.850  -0.224
H: 1.715 -0.824 -1.981  0.062
C: -0.205 1.927 -2.000  -0.223
C: -1.161 0.905 -2.270  -0.322
H: -2.222 1.044 -2.475  0.030
H: -0.918 -1.315 -2.466  0.070
H: 2.027 1.813 -1.687  0.065
H: -0.444 2.977 -1.904  0.061
Cl: -1.334 -4.715 0.171  0.560
C: 0.013 -3.672 0.716  -1.450
Cl: 0.584 -4.154 2.347  0.553
Cl: 1.368 -3.802 -0.436  0.569
C: -0.507 -2.200 0.823  -0.745
O: -1.426 -2.022 1.642  -0.058
O: 0.078 -1.283 0.145  -0.135

---

# 8
Density functional theory data (ωB97M-V/def2-TZVPD) for the molecule C12H10Cl2N2O3S at a distorted geometry.

Properties
**SMILES string**: CCOC(=O)CSc1nnc(-c2ccc(Cl)cc2Cl)o1
**LUMO energy**: -0.00549 Ha
**Gap between HOMO and LUMO**: 0.3210 Eh
**HOMO**: -8.88 eV

Each line ends with the Löwdin charge.
Atoms and positions in Å:
C: -1.039 -3.369 1.199  -0.055
C: -0.758 -2.076 0.451  -0.228
H: -0.638 -2.264 -0.620  0.090
H: 0.137 -1.584 0.842  0.124
O: -1.837 -1.154 0.638  -0.017
C: -2.613 -0.868 -0.407  -0.583
O: -2.472 -1.290 -1.519  0.102
C: -3.728 0.061 0.038  -0.325
H: -4.687 -0.336 -0.294  0.091
H: -3.713 0.185 1.120  0.091
S: -3.640 1.720 -0.737  1.019
C: -2.001 2.147 -0.375  -0.663
N: -1.573 3.283 0.083  0.056
N: -0.241 3.190 0.162  0.101
C: 0.098 2.004 -0.255  -0.296
C: 1.446 1.486 -0.305  -0.158
C: 1.829 0.415 -1.121  -0.569
C: 3.140 -0.036 -1.111  -0.123
C: 4.074 0.585 -0.297  -0.670
C: 3.717 1.666 0.502  -0.089
C: 2.413 2.108 0.490  -0.005
H: 2.104 2.945 1.096  0.120
H: 4.456 2.148 1.120  0.109
Cl: 5.695 0.011 -0.286  0.700
H: 3.427 -0.861 -1.743  0.106
Cl: 0.708 -0.341 -2.190  0.813
O: -0.989 1.285 -0.620  0.021
H: -1.196 -3.168 2.255  0.078
H: -0.193 -4.042 1.087  0.079
H: -1.928 -3.851 0.797  0.081

---

Number 1: DFT total energy -223980.5094 eV. Number 2: DFT total energy -40130.7713 eV. Number 3: DFT total energy -37275.3511 eV. Number 4: DFT total energy -28774.0013 eV. Number 5: DFT total energy -18066.3112 eV. Number 6: DFT total energy -81389.0047 eV. Number 7: DFT total energy -124712.8035 eV. Number 8: DFT total energy -57608.7018 eV.